ORCA calculation (ωB97M-V/def2-TZVPD) on 2 unconnected molecules or ions with the total composition C49H52F6N3O.

Bonds (Å) are listed after each position.
Atoms and positions in Å:
1 C -1.9852 0.0866 4.0121  C2 1.533, H45 1.097, H46 1.098, H47 1.099
2 C -1.4145 -1.2604 3.5523  C1 1.533, C3 1.532, C4 1.521, H48 1.091
3 C -2.3978 -2.3978 3.8478  C2 1.532, H49 1.097, H50 1.097, H51 1.099
4 C -0.0178 -1.4699 4.1179  C2 1.521, C5 1.399, C12 1.417
5 C 0.1524 -2.2214 5.2852  C4 1.399, C6 1.392, H52 1.092
6 C 1.3212 -2.1058 6.0327  C5 1.392, C7 1.395, H53 1.092
7 C 2.3580 -1.2899 5.5788  C6 1.395, C8 1.392, H54 1.091
8 C 2.2799 -0.6358 4.3528  C7 1.392, C9 1.540, C12 1.413
9 C 3.5102 0.1723 3.9004  C8 1.540, C10 1.525, C11 1.527, H55 1.090
10 C 4.6016 -0.7295 3.3341  C9 1.525, H56 1.096, H57 1.097, H58 1.099
11 C 4.0412 1.1069 4.9857  C9 1.527, H59 1.095, H60 1.096, H61 1.097
12 C 1.0986 -0.7745 3.5903  C4 1.417, C8 1.413, N13 1.439
13 N 0.9980 -0.0316 2.3616  C12 1.439, N14 1.359, C43 1.414
14 N 1.2993 1.2919 2.4301  N13 1.359, N15 1.355
15 N 1.0837 1.7842 1.1857  N14 1.355, C16 1.435, C28 1.379
16 C 1.3811 3.1595 0.9042  N15 1.435, C17 1.411, C24 1.403
17 C 2.3601 3.4828 -0.0585  C16 1.411, C18 1.533, C21 1.396
18 C 3.3957 2.4350 -0.4811  C17 1.533, C19 1.531, C20 1.528, H62 1.099
19 C 4.4702 2.2711 0.5973  C18 1.531, H63 1.097, H64 1.097, H65 1.099
20 C 4.0112 2.6990 -1.8546  C18 1.528, H66 1.097, H67 1.098, H68 1.097
21 C 2.4259 4.8064 -0.4972  C17 1.396, C22 1.395, H69 1.092
22 C 1.6818 5.7953 0.1472  C21 1.395, C23 1.394, H70 1.091
23 C 0.8702 5.4723 1.2330  C22 1.394, C24 1.394, H71 1.091
24 C 0.6936 4.1464 1.6263  C16 1.403, C23 1.394, C25 1.544
25 C -0.2802 3.8280 2.7818  C24 1.544, C26 1.523, C27 1.526, H72 1.094
26 C -1.7236 4.0319 2.3424  C25 1.523, H73 1.096, H74 1.095, H75 1.096
27 C 0.0841 4.5809 4.0584  C25 1.526, H76 1.095, H77 1.095, H78 1.094
28 C 0.6083 0.8020 0.3420  N15 1.379, C29 1.445, C43 1.383
29 C 0.2911 1.0683 -1.0426  C28 1.445, C30 1.414, C42 1.417
30 C -0.3726 2.2499 -1.4474  C29 1.414, C31 1.385, H79 1.088
31 C -0.7166 2.4442 -2.7746  C30 1.385, C32 1.503, C36 1.387
32 C -1.6056 3.6115 -3.1006  C31 1.503, F33 1.363, F34 1.378, F35 1.375
33 F -1.5935 3.9382 -4.4242  C32 1.363
34 F -2.9140 3.3417 -2.7638  C32 1.378
35 F -1.2381 4.7316 -2.3932  C32 1.375
36 C -0.2806 1.5841 -3.7720  C31 1.387, C37 1.391, H80 1.084
37 C 0.4696 0.4762 -3.3909  C36 1.391, C38 1.504, C42 1.387
38 C 1.1542 -0.3224 -4.4653  C37 1.504, F39 1.371, F40 1.381, F41 1.368
39 F 1.7395 -1.4646 -3.9834  C38 1.371
40 F 0.2780 -0.7147 -5.4578  C38 1.381
41 F 2.1301 0.4050 -5.0908  C38 1.368
42 C 0.6286 0.1361 -2.0557  C29 1.417, C37 1.387, H81 1.086
43 C 0.4952 -0.3610 1.0813  N13 1.414, C28 1.383, C44 1.393
44 C -0.0304 -1.5784 0.6553  C43 1.393, H82 1.081, H83 1.083
45 H -1.2824 0.9055 3.8125  C1 1.097
46 H -2.9285 0.3085 3.4965  C1 1.098
47 H -2.1685 0.0725 5.0958  C1 1.099
48 H -1.3047 -1.2305 2.4668  C2 1.091
49 H -1.9616 -3.3706 3.5910  C3 1.097
50 H -2.6912 -2.4135 4.9051  C3 1.097
51 H -3.3045 -2.2631 3.2421  C3 1.099
52 H -0.6574 -2.8631 5.6378  C5 1.092
53 H 1.4366 -2.6381 6.9787  C6 1.092
54 H 3.2616 -1.1631 6.1759  C7 1.091
55 H 3.1644 0.8204 3.0949  C9 1.090
56 H 4.1819 -1.3981 2.5745  C10 1.096
57 H 5.3836 -0.1261 2.8565  C10 1.097
58 H 5.0504 -1.3446 4.1263  C10 1.099
59 H 3.2542 1.7987 5.3039  C11 1.095
60 H 4.3884 0.5521 5.8646  C11 1.096
61 H 4.8729 1.7057 4.5952  C11 1.097
62 H 2.8457 1.4860 -0.5575  C18 1.099
63 H 4.0221 2.2014 1.5959  C19 1.097
64 H 5.0527 1.3584 0.4192  C19 1.097
65 H 5.1510 3.1344 0.6053  C19 1.099
66 H 3.2354 2.8893 -2.6070  C20 1.097
67 H 4.6949 3.5579 -1.8285  C20 1.098
68 H 4.5744 1.8134 -2.1745  C20 1.097
69 H 3.0847 5.0649 -1.3286  C21 1.092
70 H 1.7454 6.8327 -0.1840  C22 1.091
71 H 0.3354 6.2460 1.7857  C23 1.091
72 H -0.1320 2.7675 3.0040  C25 1.094
73 H -1.9035 3.5396 1.3797  C26 1.096
74 H -2.4140 3.6012 3.0750  C26 1.095
75 H -1.9449 5.0982 2.2146  C26 1.096
76 H 1.0874 4.2911 4.3864  C27 1.095
77 H 0.0800 5.6641 3.9006  C27 1.095
78 H -0.6157 4.3276 4.8605  C27 1.094
79 H -0.6413 2.9955 -0.7013  C30 1.088
80 H -0.5302 1.7737 -4.8095  C36 1.084
81 H 1.0578 -0.8181 -1.7640  C42 1.086
82 H -0.3467 -1.6454 -0.3766  C44 1.081
83 H -0.0423 -2.4136 1.3453  C44 1.083
84 C -2.9661 -8.7438 -4.0340  O85 1.453, H99 1.091, H100 1.103, H101 1.099
85 O -2.0097 -8.0474 -4.8774  C84 1.453, C86 1.363
86 C -2.0545 -6.6852 -4.9025  O85 1.363, C87 1.421, C98 1.420
87 C -0.8189 -5.9914 -5.0075  C86 1.421, C88 1.373, H102 1.089
88 C -0.7317 -4.7152 -4.5078  C87 1.373, C89 1.436, H103 1.092
89 C -1.8965 -4.0051 -4.0584  C88 1.436, C90 1.412, C97 1.431
90 C -1.7819 -2.6887 -3.5614  C89 1.412, C91 1.440, H104 1.088
91 C -2.8692 -1.7494 -3.4636  C90 1.440, C92 1.417, C96 1.418
92 C -2.8462 -0.5937 -4.2836  C91 1.417, C93 1.383, H105 1.090
93 C -3.9407 0.2483 -4.3661  C92 1.383, C94 1.402, H106 1.090
94 C -5.0592 0.0210 -3.5516  C93 1.402, C95 1.401, H107 1.090
95 C -5.0649 -1.0617 -2.6619  C94 1.401, C96 1.390, H108 1.091
96 C -3.9833 -1.9328 -2.6063  C91 1.418, C95 1.390, H109 1.090
97 C -3.1557 -4.6798 -4.1420  C89 1.431, C98 1.380, H110 1.092
98 C -3.2492 -5.9742 -4.6128  C86 1.420, C97 1.380, H111 1.093
99 H -2.5334 -9.7382 -3.9123  C84 1.091
100 H -3.0859 -8.2639 -3.0481  C84 1.103
101 H -3.9389 -8.8186 -4.5404  C84 1.099
102 H 0.0530 -6.5223 -5.3872  C87 1.089
103 H 0.2381 -4.2178 -4.4345  C88 1.092
104 H -0.7737 -2.2966 -3.4476  C90 1.088
105 H -1.9541 -0.4089 -4.8822  C92 1.090
106 H -3.9227 1.0905 -5.0584  C93 1.090
107 H -5.9261 0.6784 -3.6191  C94 1.090
108 H -5.9255 -1.2180 -2.0093  C95 1.091
109 H -3.9511 -2.7507 -1.8863  C96 1.090
110 H -4.0643 -4.1629 -3.8272  C97 1.092
111 H -4.2218 -6.4717 -4.6524  C98 1.093

As for the charge: +1. The value obtained for the energy relative to the best compared isomer or geometry (same formula, charge and spin) is 0.688 eV. As for the HOMO energy: -0.3049 Ha. As for the gap between HOMO and LUMO: 2.978 eV. The total energy is -2736.7772 Eh. As for the spin multiplicity: 1.